Entry 1:
Density functional theory data (the ωB97M-V functional and the def2-TZVPD basis) for C2H2Si in the gas phase at a distorted geometry.

XYZ file:
```
5
Properties=species:S:1:pos:R:3
C -2.400 -0.132 0.437
C -1.045 -0.144 0.193
Si 0.700 -0.068 -0.124
H 1.089 1.385 -0.266
H 1.656 -1.041 -0.240
```

Energy relative to the best compared isomer or geometry (same formula, charge and spin) ... 0.0 kcal/mol
LUMO level (alpha / beta) ... 0.401 / -3.255 eV
HOMO-LUMO gap (alpha / beta) ... 7.820 / 7.490 eV
Expectation value of S² ... 2.02
HOMO (alpha / beta) ... -7.42 / -10.74 eV
Multiplicity ... 3

Entry 2:
Density functional theory data (the ωB97M-V functional and the def2-TZVPD basis) for 14 unconnected molecules or ions with the total composition C2H31NO16 at a distorted geometry.

XYZ file:
```
50
Properties=species:S:1:pos:R:3
O -0.105 1.295 0.859
C -0.713 1.111 1.912
N -1.487 -0.019 1.979
C -1.869 -0.890 0.892
O -0.896 -1.226 0.060
H -0.732 1.682 2.836
H -2.037 -0.219 2.842
H -2.447 -1.726 1.289
H 0.691 1.269 -3.629
H 0.900 2.825 -3.850
O 0.415 2.057 -4.173
H 1.312 -0.953 -1.532
H -0.128 -0.618 -1.217
O 0.546 -0.462 -1.960
H -1.542 3.459 0.950
H -0.467 4.572 1.051
O -0.998 3.970 1.576
H -0.033 -1.890 2.256
H 1.127 -2.222 3.217
O 0.342 -2.603 2.781
H -2.758 -0.341 -1.797
H -2.023 -0.950 -3.054
O -2.540 -0.206 -2.737
H -3.863 -0.457 0.228
H -2.734 1.800 -0.236
O -2.939 -0.156 0.117
H -0.102 -4.137 0.582
H 0.240 -3.476 -0.746
O 0.462 -4.246 -0.190
H -0.884 2.079 -3.516
H -1.932 1.032 -3.147
O -1.799 2.118 -2.987
H 2.838 -0.360 2.490
H 3.366 -1.899 2.290
O 2.716 -1.315 2.707
H 1.030 -0.685 0.488
H 2.314 -1.506 0.639
O 1.883 -0.837 0.063
H -1.732 2.133 -1.963
H -1.276 1.911 -0.120
O -2.045 2.456 -0.475
H 1.618 -3.193 1.705
H 2.100 -3.933 0.368
O 2.359 -3.371 1.125
H 2.110 1.181 -1.081
H 1.057 2.260 -0.839
O 1.664 1.917 -1.506
H 2.342 1.340 1.278
H 3.395 0.375 0.756
O 3.253 1.055 1.416
```

Energy relative to the best compared isomer or geometry (same formula, charge and spin) ... 39.7 kcal/mol
LUMO level ... -0.089 eV
HOMO-LUMO gap ... 9.375 eV
HOMO ... -9.46 eV
Multiplicity ... 1

Entry 3:
Density functional theory data (the ωB97M-V functional and the def2-TZVPD basis) for 16 unconnected molecules or ions with the total composition C2H33NO17 at a distorted geometry.

XYZ file:
```
53
Properties=species:S:1:pos:R:3
O -1.400 -2.264 -0.301
C -0.798 -2.226 0.772
N 0.083 -1.210 1.046
C 0.475 -0.260 0.133
O 0.082 -0.238 -1.011
H -0.969 -2.970 1.552
H 0.540 -1.164 1.964
H 1.196 0.473 0.543
H 2.662 -1.237 -1.818
H 1.578 -2.297 -2.090
O 2.432 -2.178 -1.622
H 0.591 -0.258 -4.753
H 0.550 -1.001 -3.434
O 0.892 -0.168 -3.845
H 1.746 -3.090 -0.219
H 1.796 -3.940 1.068
O 1.200 -3.617 0.392
H 0.197 4.207 -0.618
H -0.141 2.845 -1.287
O -0.088 3.309 -0.408
H -2.235 1.349 2.554
H -1.184 0.689 3.493
O -1.521 1.552 3.206
H -2.657 -0.738 2.397
H -2.596 -1.612 3.673
O -2.087 -1.361 2.895
H -1.187 1.471 -2.295
H 0.041 1.164 -3.206
O -0.458 1.899 -2.754
H 4.122 -0.847 1.505
H 4.125 0.610 1.032
O 4.092 0.067 1.827
H -0.157 2.365 2.582
H 0.471 2.885 1.262
O 0.726 2.588 2.170
H 2.799 0.395 2.971
H 1.593 1.345 3.113
O 1.931 0.462 3.413
H 0.021 -3.433 -2.635
H -0.561 -2.279 -1.864
O -0.054 -2.471 -2.682
H -1.817 3.275 -0.295
H -2.707 2.287 -1.030
O -2.764 3.064 -0.471
H -3.367 -0.633 -1.508
H -1.930 -0.791 -0.899
O -2.664 -0.164 -1.048
H 3.112 0.809 -2.776
H 1.774 0.629 -2.039
O 2.734 0.495 -1.952
H -3.128 0.215 0.579
H -3.653 1.464 1.252
O -3.436 0.536 1.465
```

Energy relative to the best compared isomer or geometry (same formula, charge and spin) ... 0.0 kcal/mol
LUMO level ... 0.090 eV
HOMO-LUMO gap ... 10.203 eV
HOMO ... -10.11 eV
Multiplicity ... 1

Entry 4:
Density functional theory data (the ωB97M-V functional and the def2-TZVPD basis) for a molecular structure, C2H34NO15 at a distorted geometry.

XYZ file:
```
52
Properties=species:S:1:pos:R:3
C 1.056 0.203 0.089
O 0.677 -0.084 1.441
C -0.102 0.042 -0.862
N 0.203 0.674 -2.139
H 1.450 1.215 0.049
H 1.888 -0.440 -0.176
H -0.293 -1.010 -1.044
H -0.991 0.455 -0.401
H -0.652 0.705 -2.689
H 0.425 1.639 -1.962
H -3.268 0.120 -1.555
H -2.771 1.557 -1.865
O -3.124 0.761 -2.283
H -1.871 1.762 2.213
H -0.434 1.359 1.704
O -0.975 2.149 1.982
H -2.693 -1.280 0.338
H -3.190 -1.858 -1.014
O -3.404 -1.182 -0.314
H -1.299 2.951 0.359
H -0.406 3.657 -0.683
O -1.315 3.328 -0.562
H 2.392 -2.906 -1.406
H 2.527 -2.942 0.243
O 2.215 -3.444 -0.590
H 1.925 4.352 -1.664
H 1.996 3.769 -0.166
O 1.374 4.089 -0.890
H 2.057 -2.605 2.564
H 1.941 -1.259 1.813
O 2.535 -2.044 1.943
H -1.619 -3.368 -1.549
H -1.788 -2.207 -2.561
O -2.270 -2.948 -2.185
H 2.626 2.757 1.795
H 3.526 2.332 0.620
O 3.168 3.114 1.028
H -2.536 -0.237 2.031
H -3.782 0.554 1.549
O -3.174 0.482 2.323
H -0.341 -0.862 1.532
H -1.394 -1.944 2.368
O -1.313 -1.526 1.497
H 0.429 -3.673 -0.331
H -0.758 -2.874 0.391
O -0.573 -3.696 -0.143
H 2.214 -1.080 -2.980
H 2.901 -2.283 -3.677
O 2.835 -1.846 -2.833
H 1.467 1.141 2.575
H 0.820 2.445 3.032
O 1.688 1.983 3.050
```

Energy relative to the best compared isomer or geometry (same formula, charge and spin) ... 0.0 kcal/mol
LUMO level ... 2.589 eV
HOMO-LUMO gap ... 9.536 eV
HOMO ... -6.95 eV
Net charge ... -1
Multiplicity ... 1

Entry 5:
Density functional theory data (the ωB97M-V functional and the def2-TZVPD basis) for 15 unconnected molecules or ions with the total composition C2H35BClO20P at a distorted geometry.

XYZ file:
```
60
Properties=species:S:1:pos:R:3
C 0.475 -0.319 0.755
C -0.606 0.696 1.116
O -0.045 1.864 1.761
B 0.296 2.940 1.011
O 1.192 3.867 1.476
O -0.319 3.194 -0.221
P 0.410 3.190 -1.620
O -0.529 3.405 -2.730
O 1.256 1.850 -1.662
O 1.526 4.325 -1.460
Cl 3.165 3.963 -1.655
H 0.527 -1.095 1.507
H 0.224 -0.774 -0.201
H 1.438 0.188 0.680
H -1.275 0.253 1.851
H -1.229 0.976 0.271
H 1.136 3.991 2.425
H 0.691 1.143 -1.990
O 4.358 3.261 1.201
H 3.583 3.106 1.752
H 5.004 3.639 1.805
O -0.657 -3.220 1.257
H -1.022 -3.767 0.553
H -0.259 -3.857 1.863
O -1.538 -6.058 0.546
H -1.910 -6.595 -0.170
H -1.151 -6.695 1.149
O -3.659 -3.716 1.133
H -3.416 -4.608 0.862
H -2.873 -3.409 1.604
O 1.341 -5.421 1.578
H 1.482 -6.312 1.909
H 2.002 -5.319 0.886
O 2.417 1.759 3.453
H 1.501 1.685 3.147
H 2.911 1.146 2.903
O -2.570 -8.468 -0.852
H -2.940 -8.985 -1.573
H -2.192 -9.122 -0.256
O -1.966 4.612 2.988
H -2.367 5.277 2.420
H -1.669 3.928 2.384
O 0.240 -2.932 -1.738
H -0.119 -3.471 -2.452
H 0.630 -3.568 -1.135
O -2.158 -5.079 -2.163
H -2.527 -4.693 -1.361
H -2.912 -5.466 -2.616
O 2.838 6.459 2.521
H 2.503 5.765 1.945
H 2.070 6.770 3.008
O -2.074 6.166 -3.130
H -1.410 6.854 -3.272
H -1.568 5.364 -2.956
O -0.442 8.643 -2.947
H -0.812 9.510 -3.133
H -0.342 8.615 -1.991
O 1.099 -4.863 -3.911
H 1.974 -5.144 -4.191
H 0.493 -5.310 -4.509
```

LUMO level ... -0.332 eV
HOMO-LUMO gap ... 9.722 eV
HOMO ... -10.05 eV
Multiplicity ... 1

Entry 6:
Density functional theory data (the ωB97M-V functional and the def2-TZVPD basis) for 18 unconnected molecules or ions with the total composition C2H39O18 at a distorted geometry.

XYZ file:
```
59
Properties=species:S:1:pos:R:3
C -0.133 -0.697 -0.611
C -0.637 0.534 0.169
O -0.056 0.470 1.384
H -0.470 -0.821 -1.593
H -0.241 -1.611 -0.016
H 0.998 -0.632 -0.777
H -1.673 0.567 0.238
H -0.190 1.426 -0.267
O 1.921 2.072 1.336
H 2.703 1.545 1.283
H 1.149 1.430 1.338
O -3.896 2.362 0.638
H -3.337 2.070 1.337
H -4.218 1.506 0.355
O 2.098 -1.142 1.421
H 1.161 -0.993 1.409
H 2.112 -1.857 0.754
O 1.874 -1.253 -3.296
H 1.204 -0.616 -3.120
H 1.524 -1.999 -2.865
O 1.952 0.400 3.582
H 2.195 -0.330 3.020
H 1.633 1.114 3.046
O -2.253 2.898 -1.486
H -1.332 3.003 -1.226
H -2.782 2.765 -0.688
O -3.136 -1.566 0.033
H -2.641 -1.073 -0.593
H -3.793 -0.956 0.387
O 0.268 1.494 -3.039
H 0.607 1.460 -2.162
H -0.552 1.857 -2.916
O 0.019 3.921 -0.644
H -0.444 4.475 -0.115
H 0.111 4.438 -1.433
O -0.884 3.331 1.942
H -1.399 2.702 2.452
H -0.353 2.830 1.376
O 2.500 1.343 -1.152
H 2.313 1.391 -0.209
H 2.961 0.463 -1.237
O -2.271 1.254 2.683
H -2.796 0.763 3.264
H -1.485 0.684 2.484
O -1.489 -3.594 -0.005
H -1.872 -4.474 0.009
H -2.289 -3.052 -0.126
O 3.737 -1.057 -1.423
H 2.886 -1.271 -1.842
H 4.388 -0.882 -2.113
O 0.215 -3.509 -2.181
H 0.419 -4.432 -2.081
H -0.442 -3.345 -1.509
O -0.728 -1.817 2.680
H -0.556 -2.628 2.211
H -0.743 -1.034 2.082
O 2.040 -3.229 -0.362
H 1.287 -3.372 -0.958
H 2.815 -3.325 -0.867
```

Energy relative to the best compared isomer or geometry (same formula, charge and spin) ... 39.9 kcal/mol
LUMO level ... 1.934 eV
HOMO-LUMO gap ... 7.566 eV
HOMO ... -5.63 eV
Net charge ... -1
Multiplicity ... 1

Entry 7:
Density functional theory data (the ωB97M-V functional and the def2-TZVPD basis) for a molecular structure, C2H3AuFO at a distorted geometry.

XYZ file:
```
8
Properties=species:S:1:pos:R:3
C 0.544 0.791 0.434
C -0.668 0.639 -0.123
H 0.791 0.591 1.479
F 1.573 1.229 -0.264
H -1.503 0.396 0.540
H -0.854 0.956 -1.153
O 0.366 -3.073 -0.460
Au -0.250 -1.530 -0.453
```

LUMO level (alpha / beta) ... -5.705 / -8.091 eV
HOMO-LUMO gap (alpha / beta) ... 11.362 / 8.495 eV
Expectation value of S² ... 2.02
HOMO (alpha / beta) ... -17.07 / -16.59 eV
Net charge ... +1
Multiplicity ... 3

Entry 8:
Density functional theory data (the ωB97M-V functional and the def2-TZVPD basis) for 2 unconnected molecules or ions with the total composition C2H3BO3 at a distorted geometry.

XYZ file:
```
9
Properties=species:S:1:pos:R:3
O 0.787 1.320 0.793
C 0.600 0.244 0.532
C 1.322 -1.085 0.174
O -0.189 -0.735 0.083
H 1.502 -1.220 -0.932
H 1.519 -1.960 0.773
B -1.857 1.144 -0.636
O -1.378 2.198 -0.482
H -2.305 0.092 -0.305
```

SMILES ... O=C1CO1.B=O
Energy relative to the best compared isomer or geometry (same formula, charge and spin) ... 119.1 kcal/mol
LUMO level ... 0.592 eV
HOMO-LUMO gap ... 10.969 eV
HOMO ... -10.38 eV
Multiplicity ... 1

Entry 9:
Density functional theory data (the ωB97M-V functional and the def2-TZVPD basis) for C2H3BO3 in the gas phase at a distorted geometry.

XYZ file:
```
9
Properties=species:S:1:pos:R:3
B 0.022 0.901 -0.509
C 0.189 -1.415 -0.020
C -0.266 -0.718 1.028
O 0.448 -0.713 -1.116
O -0.370 0.636 0.732
O 0.168 1.985 -1.247
H 0.361 -2.476 -0.071
H -0.556 -1.020 2.013
H 0.004 2.819 -0.809
```

Energy relative to the best compared isomer or geometry (same formula, charge and spin) ... 0.0 kcal/mol
LUMO level (alpha / beta) ... 0.167 / -1.055 eV
HOMO-LUMO gap (alpha / beta) ... 4.241 / 10.598 eV
Expectation value of S² ... 2.01
HOMO (alpha / beta) ... -4.07 / -11.65 eV
Multiplicity ... 3

Entry 10:
Density functional theory data (the ωB97M-V functional and the def2-TZVPD basis) for a molecular structure, C2H3BiFO at a distorted geometry.

XYZ file:
```
8
Properties=species:S:1:pos:R:3
H 0.017 1.515 0.392
C 0.404 0.670 -0.259
C 0.357 -0.512 0.645
O -0.732 -1.071 0.746
H 1.393 0.762 -0.730
F -0.543 0.458 -1.268
H 1.097 -0.551 1.461
Bi -1.992 -1.271 -0.985
```

Energy relative to the best compared isomer or geometry (same formula, charge and spin) ... 0.0 kcal/mol
LUMO level (alpha / beta) ... -12.064 / -12.085 eV
HOMO-LUMO gap (alpha / beta) ... 7.236 / 10.398 eV
Expectation value of S² ... 0.75
HOMO (alpha / beta) ... -19.30 / -22.48 eV
Net charge ... +2
Multiplicity ... 2